# 1
85
Properties=species:S:1:pos:R:3:mulliken_charge:R:1 method="wB97M-V/def2-TZVPD" homo_ev="-8.77 / -8.14" e_tot_ha=-7180.7637 homo_lumo_gap_ev="6.899 / 6.603" total_charge=0
Pb 0.024 -0.187 0.450 2.28
Br 1.792 0.783 3.334 -0.14
S 3.154 -0.617 -1.685 1.18
S 3.205 -2.483 0.448 1.21
P -0.777 -2.765 2.794 0.87
P -1.283 -3.110 -0.379 0.84
F 5.797 -0.614 -1.856 -0.22
F 5.773 -2.669 0.950 -0.22
F 4.982 1.046 -0.732 -0.19
F 4.921 -0.716 1.340 -0.19
F 4.523 -2.362 2.692 -0.21
F 4.806 1.015 -2.883 -0.23
O 3.159 -3.907 0.506 -0.77
O -0.757 -1.316 2.360 -0.59
O -1.729 -3.208 3.846 -0.90
O -1.703 -1.661 -0.240 -0.78
O 0.300 -3.080 -0.685 -0.34
O 2.353 0.274 -0.873 -0.38
O 2.152 -1.755 1.149 -0.66
O 0.694 -3.257 3.124 -0.60
O -2.046 -4.029 -1.247 -0.85
O 0.875 7.392 -2.894 -0.40
O -0.186 -0.449 -2.199 -0.10
O 2.791 -0.826 -3.049 -0.71
N -2.911 4.139 -5.242 -0.80
N -1.848 1.326 -0.940 0.31
N 3.496 -1.991 -1.001 -0.65
N -2.652 2.879 -5.450 -0.26
N -2.802 -3.972 1.606 -0.20
C 4.795 0.257 -1.786 0.44
C -1.223 -0.144 -4.282 -1.01
C -1.926 4.926 -4.681 -0.13
C -2.557 2.288 -0.371 -0.44
C 0.316 5.381 -3.922 -0.37
C 0.420 4.581 2.230 0.96
C 0.164 5.264 1.013 -1.24
C -1.403 7.067 -3.674 -0.47
C -1.315 -3.812 1.327 0.62
C 0.896 2.658 0.906 0.27
C -2.474 2.175 -3.096 0.42
C 1.031 3.197 4.594 -0.53
C -2.305 6.213 -4.282 -0.43
C -0.997 0.159 -2.867 0.33
C -3.247 3.162 -2.479 -0.50
C 0.592 4.537 4.638 -0.67
C -1.882 0.716 -5.063 -0.52
C -2.372 1.995 -4.558 -0.09
C 0.301 5.215 3.490 -1.01
C 0.703 3.288 -0.268 -0.66
C -1.811 1.266 -2.272 0.44
C -0.585 4.528 -4.511 -0.18
C -0.687 -5.201 1.381 -1.92
C 0.312 4.652 -0.200 -0.02
C 1.150 2.556 3.396 0.57
C 0.832 3.218 2.185 -0.24
C -3.290 3.216 -1.102 -1.10
C 4.707 -2.030 1.415 0.50
C 0.526 8.690 -2.441 -0.91
C -0.086 6.650 -3.486 0.57
H 0.568 -3.565 -1.475 0.26
H -1.730 8.048 -3.360 0.45
H -3.330 6.521 -4.447 0.48
H 0.136 5.197 -1.119 0.37
H -0.772 -1.052 -4.659 0.53
H 0.379 -5.124 1.179 0.28
H 1.357 -2.815 2.561 0.37
H -0.258 8.646 -1.680 0.34
H -3.875 3.967 -0.590 0.45
H -0.251 3.557 -4.853 0.48
H -2.553 2.317 0.714 0.52
H 1.282 2.677 5.508 0.45
H -0.019 6.250 3.525 0.41
H -0.139 6.303 1.065 0.38
H 0.825 2.786 -1.222 0.60
H -3.809 3.868 -3.073 0.69
H -3.321 -3.160 1.267 0.27
H -2.874 -4.000 2.647 0.43
H 0.196 9.321 -3.269 0.38
H 1.428 9.107 -2.005 0.25
H -1.135 -5.850 0.624 0.53
H -1.996 0.550 -6.126 0.45
H -3.163 -4.801 1.137 0.37
H 1.351 5.095 -3.789 0.48
H -0.806 -5.644 2.372 0.48
H 0.500 5.025 5.599 0.38

---

# 2
64
Properties=species:S:1:pos:R:3:mulliken_charge:R:1 method="wB97M-V/def2-TZVPD" homo_ev="-10.01 / -10.00" e_tot_ha=-2190.3985 homo_lumo_gap_ev="4.855 / 3.952" multiplicity=4 s_squared=3.83 total_charge=+1
I 4.023 -1.524 -0.909 0.29
I 5.026 -1.321 -3.356 0.00
Tc 1.424 0.456 0.410 -0.86
O 1.566 2.331 0.613 -0.42
O 1.440 4.326 -0.394 -0.53
O 0.319 3.895 -5.452 -0.69
O 0.771 1.885 -6.418 -0.69
N 1.355 1.028 -1.592 0.34
C -2.005 -1.782 0.644 -0.28
C 1.225 0.232 -2.664 -0.28
C -2.210 -3.151 0.589 -0.96
C 1.032 0.754 -3.926 -1.42
C 0.669 2.698 -5.506 0.38
C 1.094 2.951 -2.983 -0.59
C 1.520 -2.381 2.755 0.58
C -2.596 1.457 -0.469 0.84
C 0.350 -1.730 3.150 -0.25
C -4.284 0.812 -2.074 -0.97
C -0.995 0.331 3.644 -1.70
C -4.964 2.005 -1.836 -0.41
C -1.229 -3.992 0.076 -0.65
C -0.025 -3.466 -0.373 -1.26
C -0.816 -1.231 0.160 1.63
C -3.283 2.668 -0.266 -0.50
C 1.392 0.415 2.835 -0.20
C 2.628 -1.616 2.399 -0.21
C -0.509 0.194 0.266 1.56
C -3.113 0.537 -1.402 0.01
C 0.263 -0.347 3.195 0.48
C 1.305 2.367 -1.759 0.70
C 0.946 2.128 -4.097 0.24
C 1.444 3.143 -0.494 0.02
C 1.600 -3.879 2.752 -1.81
C 2.599 -0.217 2.469 0.01
C 3.865 0.595 2.313 -1.46
C 0.168 -2.095 -0.330 0.78
C -4.461 2.934 -0.935 -0.77
C -1.336 1.290 0.210 -1.16
H 1.987 -4.231 3.710 0.43
H 1.110 -1.714 -0.735 -0.80
H -3.142 -3.566 0.947 0.47
H 3.555 -2.112 2.127 0.97
H 0.941 0.117 -4.795 0.59
H 2.274 -4.239 1.975 0.41
H -4.668 0.109 -2.799 0.43
H -1.135 0.188 4.717 0.49
H -0.968 1.402 3.448 0.35
H 4.340 0.696 3.291 0.38
H 0.745 -4.114 -0.769 0.54
H 1.026 4.027 -3.079 0.65
H -1.405 -5.058 0.019 0.47
H -5.881 2.215 -2.370 0.42
H 3.668 1.605 1.951 0.36
H -2.763 -1.134 1.064 0.52
H -4.978 3.870 -0.773 0.41
H 1.275 -0.833 -2.494 0.87
H 0.620 -4.327 2.604 0.37
H -2.874 3.395 0.425 0.45
H -0.514 -2.323 3.427 0.45
H -2.572 -0.372 -1.622 0.57
H -1.866 -0.097 3.144 0.26
H 4.582 0.111 1.651 0.28
H -0.951 2.200 0.662 0.50
H 1.398 1.482 3.029 0.41

---

# 3
69
Properties=species:S:1:pos:R:3:mulliken_charge:R:1 method="wB97M-V/def2-TZVPD" homo_ev=-0.78 e_tot_ha=-4777.7183 homo_lumo_gap_ev=4.768 total_charge=-2
Sn 0.413 0.696 0.162 0.89
S 3.206 3.992 -4.572 -0.18
S 5.787 3.761 -3.100 -0.35
S 0.147 3.020 -1.665 -0.23
S 3.136 3.172 -1.853 0.03
S -2.090 0.884 0.277 -0.54
S 2.066 -0.949 -2.610 -0.10
S -1.403 2.104 3.495 -0.44
S 0.251 3.923 -4.978 -0.17
N 0.706 2.469 1.871 -0.01
N -0.482 -0.339 -2.041 0.54
N 0.155 -0.727 2.244 0.40
N 0.402 -3.581 -0.186 -0.27
C 1.142 -3.444 -1.444 0.54
C 0.887 -1.296 4.434 -0.86
C -0.587 -1.829 2.219 -0.47
C 1.616 3.730 -3.899 -0.06
C 0.189 4.305 3.308 -0.74
C 1.780 3.165 1.458 -0.21
C 1.549 3.347 -2.593 0.16
C -0.106 2.988 2.837 -0.02
C -2.325 -0.470 -3.599 1.25
C -2.642 0.390 -1.315 0.84
C -0.107 -1.109 -4.267 -0.65
C 2.112 -5.694 -1.005 -0.13
C 0.114 -2.453 4.423 1.45
C 0.332 -0.795 -2.953 -0.27
C -3.979 0.550 -1.619 -0.65
C 1.893 -4.683 -1.876 -1.27
C 2.115 -2.227 -1.300 -0.31
C -3.701 -0.289 -3.862 -1.03
C 0.125 -3.403 5.588 -1.56
C 4.129 3.660 -3.170 -0.02
C 2.128 4.410 1.910 -0.86
C -0.641 -2.709 3.289 -0.90
C 1.275 4.998 2.856 -0.13
C 0.873 -0.463 3.333 -0.48
C -1.797 -0.156 -2.328 -0.81
C 1.564 -5.668 0.308 -1.06
C -1.421 -0.953 -4.575 -0.71
C 0.703 -4.602 0.583 0.19
C -0.321 2.207 -5.072 -0.17
C -4.507 0.206 -2.875 -0.61
H -0.723 -4.087 5.546 0.36
H 1.474 5.997 3.228 0.33
H -4.091 -0.546 -4.840 0.35
H 2.390 2.669 0.708 0.51
H -0.483 4.724 4.043 0.36
H -0.547 1.853 -4.067 -0.34
H 0.426 -3.171 -2.233 0.20
H 2.693 -6.556 -1.329 0.33
H 1.439 0.461 3.316 0.41
H -5.566 0.352 -3.060 0.34
H -4.627 0.970 -0.860 0.46
H 1.039 -4.002 5.578 0.29
H -1.145 -2.013 1.310 0.32
H 1.721 -6.463 1.023 0.36
H 3.002 4.911 1.519 0.42
H 0.613 -1.489 -4.978 0.51
H 0.178 -4.613 1.544 0.08
H 0.431 1.575 -5.542 0.29
H 3.147 -2.581 -1.363 0.47
H -1.232 2.205 -5.671 0.32
H -1.256 -3.597 3.220 0.31
H 2.278 -4.717 -2.891 0.29
H 1.960 -1.762 -0.325 -0.10
H 1.481 -1.033 5.301 0.36
H 0.092 -2.864 6.536 0.39
H -1.795 -1.203 -5.563 0.36

---

# 4
66
Properties=species:S:1:pos:R:3:mulliken_charge:R:1 method="wB97M-V/def2-TZVPD" homo_ev=-4.59 e_tot_ha=-6358.2834 homo_lumo_gap_ev=7.095 total_charge=-1
Se -0.679 0.117 -4.772 -0.56
As 0.232 -1.138 0.459 0.50
F -0.799 0.098 -10.814 -0.31
F -1.212 2.427 -9.429 -0.31
F -1.173 2.431 -6.724 -0.28
F -0.311 -2.220 -6.727 -0.28
F -0.350 -2.226 -9.432 -0.31
N -0.681 0.154 -0.438 -0.55
C -1.542 2.345 -0.792 -0.91
C -0.737 0.107 -6.632 -0.97
C 4.045 1.697 1.412 0.66
C 2.623 -0.500 -1.291 -1.81
C 1.071 0.648 3.438 -2.01
C 1.434 -2.580 3.169 -2.06
C -0.745 -1.783 2.127 0.40
C -2.811 -2.368 3.244 -0.95
C -2.952 -1.491 0.929 -1.65
C -2.091 3.522 -0.339 -0.82
C -2.013 2.704 1.893 -0.95
C -1.464 1.523 1.444 0.62
C -2.146 -1.871 2.135 0.32
C -0.747 -2.886 4.286 -0.77
C -2.325 3.727 1.013 -0.64
C -0.058 -2.393 3.183 1.38
C 2.739 0.196 0.036 0.52
C -0.782 0.100 -9.465 0.39
C 1.986 0.719 2.249 2.10
C -0.554 -1.077 -8.758 0.25
C 3.104 1.533 2.410 -0.89
C -2.127 -2.839 4.356 0.65
C -2.879 -3.316 5.564 -1.53
C 5.242 2.577 1.630 -1.49
C -1.190 1.298 0.081 1.01
C -0.991 1.280 -8.756 0.19
C -0.534 -1.066 -7.374 0.53
C 1.783 0.026 1.053 0.28
C 3.840 1.018 0.224 -1.15
C -0.968 1.275 -7.373 0.59
Li -0.714 0.185 -2.284 0.78
H 4.920 3.595 1.850 0.33
H 1.702 -0.196 -1.804 0.18
H 1.872 -2.218 2.239 0.28
H 3.471 -0.252 -1.928 0.43
H 5.883 2.597 0.750 0.35
H -2.344 4.300 -1.046 0.39
H 5.827 2.220 2.479 0.32
H 3.236 2.047 3.354 0.40
H -2.859 -0.430 0.705 0.24
H 0.647 1.632 3.637 0.51
H -2.194 -3.660 6.337 0.34
H -0.185 -3.330 5.098 0.31
H 1.638 0.343 4.320 0.57
H 1.905 -2.057 4.001 0.29
H -2.580 -2.046 0.062 0.33
H -2.214 2.836 2.950 0.42
H 0.263 -0.057 3.284 -0.27
H 1.655 -3.643 3.272 0.54
H -1.269 0.732 2.151 0.37
H -4.006 -1.723 1.080 0.45
H -3.892 -2.401 3.230 0.35
H 4.558 1.123 -0.580 0.26
H 2.591 -1.584 -1.154 0.37
H -2.747 4.660 1.366 0.35
H -3.486 -2.505 5.970 0.32
H -3.549 -4.136 5.303 0.34
H -1.365 2.199 -1.860 0.25

---

Number 1: maximum force 0.008 hartree/bohr. Number 2: maximum force 0.028 hartree/bohr. Number 3: maximum force 0.008 hartree/bohr. Number 4: maximum force 0.013 hartree/bohr.